# 1
ORCA calculation (ωB97M-V with the def2-TZVPD basis set) on a 9-piece molecular cluster, C31H56O27 overall in a non-equilibrium geometry.

Summary:
* total charge: 0
* structure (SMILES): C[C@H]1COC(=O)O1.C[C@H]1COC(=O)O1.CCOC(=O)OC.CCOC(=O)OC.COC(=O)OC.COC(=O)OC.COC(=O)OC.COC(=O)OC.O=C1OCCO1
* relative energy (zero: lowest compared OMol25 entry of this formula, charge and spin): 0.0 kJ/mol
* highest occupied orbital energy: -0.3822 Ha

XYZ file:
```
114
Properties=species:S:1:pos:R:3:forces:R:3
O 1.31560 -4.73071 4.18981 1.0 0.6 0.8
O 1.98120 2.46154 5.04767 2.2 -1.9 -2.0
H -2.62563 5.35264 -0.13586 -0.5 -0.1 1.0
C 0.98545 0.28499 3.61881 -0.6 0.6 -0.4
H -3.55772 4.27558 3.78410 -0.7 0.6 -0.5
O 1.38082 -1.72033 0.24511 -1.1 1.2 -0.3
H -6.05084 1.44140 3.92358 0.8 0.0 0.2
O 1.48558 -4.39630 -3.61652 1.5 3.4 2.1
H 2.93088 -2.50423 1.19776 0.3 -0.3 -0.6
O -1.28010 6.72555 0.39457 -0.2 3.4 0.3
H -7.40272 2.26658 3.55045 -0.3 1.1 0.2
H -1.08800 -2.76955 1.59625 0.6 -0.1 0.0
H -1.89682 -0.94987 -1.91157 -0.5 0.5 -0.2
C 2.74150 1.71703 4.39562 -0.8 1.5 2.2
H 0.81234 3.03779 -0.59492 -0.4 0.0 -0.2
H 0.51595 0.49275 2.65729 0.3 -0.3 -0.2
H -0.98719 2.66241 -0.28268 0.4 -0.6 -0.3
H 5.97131 2.69272 4.89226 -0.5 -0.6 -0.6
H -2.11167 -3.97139 -0.15606 0.2 0.5 -0.1
C 2.96646 2.24163 -2.69999 0.0 0.4 -0.6
O -4.70011 -2.47236 0.17467 2.6 -1.3 2.1
H 0.73113 2.03716 -4.54224 1.1 0.5 -0.6
O -2.82790 2.05783 -3.28248 0.9 0.4 -1.6
C 0.01987 6.77357 0.15050 2.7 1.6 1.0
H 4.29207 0.84567 -3.83335 -0.2 0.2 -0.1
H 8.41307 -0.75237 -2.79965 -0.4 0.4 -0.1
O -0.52277 -3.42162 4.45426 1.9 -1.5 -2.4
O 0.37680 5.65481 -0.42817 2.1 -0.8 -0.8
O 5.36488 1.90681 -2.40251 -0.5 0.0 0.9
H -1.94170 0.35277 -0.68067 0.1 0.5 -0.5
C -4.95250 -1.26139 -0.37381 -0.7 1.9 -1.7
C -0.12736 3.31099 -0.11489 -1.5 1.4 0.5
O -3.47790 3.30203 1.97025 1.3 0.4 -0.1
H 0.32808 3.72208 -5.31172 0.8 -0.5 -0.4
H 2.85778 -5.26846 -1.45815 -0.1 0.2 -0.3
O 1.42494 -2.06365 -3.14362 2.3 -2.9 1.7
H -0.20565 1.16998 -6.45435 -0.4 0.1 -0.2
H -1.07215 4.79197 -1.51224 0.2 -0.6 -0.3
H 7.28264 -2.00101 -2.27161 -1.1 0.3 -1.0
H 2.09024 1.61902 -2.88087 -0.3 0.3 0.4
H -5.56939 -0.62538 0.26105 -0.2 -0.1 -0.2
O -1.82988 1.42844 -5.20764 -1.0 -1.5 -0.5
C 2.71063 -1.54906 0.72106 0.0 -0.5 0.5
O 7.20071 1.72766 -1.04755 -2.6 -1.6 -2.1
H -0.44350 -2.40185 -4.01099 0.1 -0.1 0.2
C 4.91122 2.67218 5.14506 -2.2 0.6 1.1
C -6.39964 2.47409 3.92310 1.3 0.0 -0.5
C -5.53091 3.33886 2.93648 -1.6 0.2 3.8
H -4.97588 -6.45903 0.49707 0.2 0.3 0.4
C -1.67987 5.43702 0.39940 -0.9 -3.2 -0.5
O 2.37358 0.74221 3.53926 -0.9 0.0 0.9
H 7.84371 -0.99860 -1.14642 0.2 1.0 0.2
O -5.56599 2.66032 1.75811 0.7 -0.3 -2.7
H -5.40710 -1.52332 -1.32923 -0.4 1.0 -0.2
H -0.80769 0.43332 -2.17858 0.0 0.2 0.6
O -4.08356 2.22365 0.04024 -1.3 2.9 4.9
O 0.18781 -4.26405 2.43199 -2.0 0.3 -3.3
O -5.13611 -4.43410 0.79542 2.3 -1.8 0.2
H 2.90416 3.09335 -3.37733 0.5 -0.1 -0.3
C 6.37143 1.22651 -1.82978 2.4 1.3 0.9
C -1.32950 -0.15649 -1.42495 0.3 -1.5 0.3
O 1.32987 0.27748 -0.99118 -0.1 -1.7 1.8
C 3.57521 -4.56337 -1.87794 1.2 0.0 0.1
H -1.28565 2.63502 -6.65986 0.4 -0.2 -0.6
H 0.17255 -0.73504 -3.91710 0.0 -0.1 0.1
H 3.19313 -5.69563 3.90155 -0.9 -0.6 0.8
H 2.75870 -0.90056 1.59584 0.0 0.8 -0.5
H -6.56872 -5.95052 0.03978 0.1 1.2 -0.5
C 0.24521 -4.03812 3.69623 -0.5 0.3 3.3
H 2.14187 -5.63306 2.51167 0.3 0.5 -0.3
O 4.08821 1.66128 4.48559 0.5 0.0 -0.7
C -0.78438 1.95635 -5.96976 -0.2 0.3 -2.3
H 0.00828 3.34749 0.96602 0.3 -0.1 0.1
H 4.43253 3.64149 5.00582 0.3 0.1 -0.5
C -1.97776 2.16726 -4.13641 -0.1 -0.1 3.4
C 7.53052 -0.94278 -2.18896 0.4 0.3 1.6
C -4.36649 2.76846 1.17049 0.9 -4.2 -5.6
H -1.93455 -4.10729 2.27718 0.3 -0.2 0.4
O 0.82561 7.62943 0.47450 -2.0 -0.9 -0.7
C 1.93661 -3.38826 -3.03718 -1.2 0.1 -1.5
O -0.43648 -1.00977 -0.65194 -1.4 -0.7 0.5
H 3.79831 0.45550 -2.18577 0.7 -0.2 0.1
H -6.29308 2.89567 4.92261 -0.6 -0.1 0.0
H -4.00413 -0.75396 -0.55047 -0.1 -0.1 0.1
H 4.10657 -4.95602 -2.74489 -0.3 -0.4 0.0
C 4.10618 1.26685 -2.84534 0.8 0.1 0.5
O 3.03638 -3.29471 -2.23138 -2.3 -0.2 -0.9
H -6.02780 4.30628 2.86370 0.2 0.3 -0.3
C -1.27514 -4.52261 0.27345 0.2 0.8 1.4
H -0.39967 -4.43939 -0.37054 -0.1 -0.2 0.0
C -4.02002 3.43729 3.26291 -0.8 -0.3 1.1
C 0.02147 2.72132 -5.00746 1.5 -0.3 0.4
H 3.36211 -1.30456 -0.11792 0.2 0.1 0.4
H 0.85917 -1.85102 -5.07860 -0.1 -0.1 -0.2
C -5.74472 -5.71752 0.71420 -0.8 -0.4 1.2
C 0.44839 -1.77818 -4.07160 -0.8 0.2 -1.4
H -3.75222 2.61650 3.92825 0.2 -0.6 -0.4
C -1.04888 -3.85442 1.69432 -0.7 -0.5 -0.7
C 2.47458 -5.06371 3.37956 -0.2 -0.5 0.2
C -0.67166 4.70328 -0.50237 0.4 0.3 -0.2
C -5.61752 -3.35385 0.31343 -6.6 -0.3 -2.3
H -6.16865 -5.79791 1.71516 0.1 -0.9 0.0
H 3.19323 -4.25837 3.22769 -0.9 0.8 -0.7
H 2.97832 2.68373 -1.70374 -0.2 -0.4 0.1
O 6.43773 0.00637 -2.37876 0.3 -1.9 -0.4
H -1.72812 -5.51355 0.30439 0.8 -0.3 0.3
O -0.85329 2.92602 -3.98522 -3.0 1.2 2.4
H 4.79909 2.54031 6.22123 0.3 -0.4 0.1
O -6.83957 -3.27040 -0.03214 3.6 0.5 0.9
H -1.59584 5.09018 1.42933 -0.7 -0.5 0.0
C 0.79898 -0.70530 -0.45187 2.3 1.3 -1.8
H 4.33566 -4.33222 -1.13203 -0.1 0.0 0.1
H 0.32591 0.80704 4.31204 0.8 0.4 0.4
H 0.88992 -0.76827 3.88266 0.6 0.0 -0.2
```
Forces are in eV/Å.

Atomic partial charges in e from the Mulliken method, atoms 1 to 4:
1 O -0.403
2 O -0.596
3 H 0.349
4 C -0.715

***

# 2
ORCA calculation (ωB97M-V with the def2-TZVPD basis set) on C31H57AsN12O4P2S2W as an isolated structure in a non-equilibrium geometry.

Summary:
* total charge: +4
* highest occupied orbital energy: -0.6092 Ha

XYZ file:
```
110
Properties=species:S:1:pos:R:3:forces:R:3
H 3.35409 -0.81098 -2.88272 0.0 0.1 0.1
C 1.54069 1.26662 -5.04632 0.0 1.3 0.4
N 2.88859 -3.70088 1.78618 -0.2 0.3 -0.3
H -2.24431 3.29852 -4.10322 0.0 0.0 0.0
N -2.02051 3.45512 2.39758 0.1 -0.6 -1.2
H 4.33899 -5.88978 5.49778 0.0 0.0 0.1
H -3.27071 1.93862 -4.57442 0.0 0.0 0.0
H -5.22301 3.34162 -1.80912 -0.1 0.1 0.0
H 3.99319 0.76932 1.32198 -0.2 -0.1 -0.1
H 1.38189 -0.83378 -5.31632 0.0 -0.1 0.0
H -5.09311 -0.51938 0.80828 0.0 0.1 0.1
H -0.55511 4.97322 -1.70572 0.0 0.1 0.0
C 3.64129 -4.79848 3.80238 -0.1 0.0 -0.6
C -5.03841 0.53352 0.52708 0.2 0.0 0.4
H 3.08319 -0.65148 1.86348 0.0 0.0 -0.2
H -0.55761 -3.02908 3.40438 0.0 0.0 0.0
C 2.36119 -3.89408 0.57838 -0.4 0.3 0.3
C -2.33971 4.86832 2.59208 0.0 0.4 0.0
H 4.46059 -0.83808 0.73878 -0.4 0.1 -0.2
H 0.62609 2.87112 -2.20282 0.0 0.0 0.0
N -4.43391 0.63602 -0.79732 0.6 1.3 -0.6
C 0.18209 -2.70708 -3.69722 -0.1 0.2 0.0
N 2.69329 -4.94418 -0.15562 0.2 -0.4 0.0
C 0.63819 -0.21378 -3.37122 1.0 2.7 -0.4
H -6.05051 0.93842 0.52048 0.0 0.1 -0.1
H 0.42669 0.68022 5.88048 -0.1 0.0 0.1
C 5.77239 -5.94408 2.42568 0.0 -0.2 0.5
N 0.45359 0.84492 -2.49842 0.8 -0.9 -1.0
C 0.46939 4.38842 0.68138 0.4 -0.3 0.0
C 5.55469 -6.25508 3.76638 -0.1 0.2 -0.2
H -0.18011 -2.73428 1.75398 0.2 0.0 0.0
H -5.31361 2.80632 -3.50282 0.0 0.0 0.0
C -4.68221 3.27992 -2.75002 -0.3 0.2 0.1
N -1.52521 -2.36348 -1.55132 0.6 -0.1 -0.6
H 6.21639 -6.93768 4.27688 0.0 0.0 0.0
C 3.82389 -4.53578 2.44128 0.7 -0.8 0.6
H 3.26149 -5.69228 0.22178 0.0 0.1 0.0
H -3.40251 5.07002 2.45028 0.0 -0.1 0.0
H 2.47669 -2.96778 2.35298 -0.1 -0.1 -0.3
O -3.04111 2.65132 0.03288 0.1 -0.1 -0.1
H 0.26639 -3.56758 -3.03292 0.0 0.1 0.1
H -1.67411 5.62972 -0.49742 0.1 0.0 0.0
H 4.52889 -1.09088 -1.57672 -0.3 0.2 0.1
H -1.76111 5.49862 1.92268 0.0 0.0 0.0
C -1.31331 4.71182 -0.96862 -0.3 0.1 -0.3
H -4.78161 0.15962 -2.81312 0.0 -0.1 -0.1
O 0.87329 1.75172 -0.09942 -1.2 0.1 -0.3
N -0.70421 3.79252 0.00318 -1.1 0.1 1.0
C 0.02839 -0.80548 4.40168 0.1 0.4 0.1
N -3.44301 2.53002 -2.56272 0.2 -1.1 0.6
C 1.22089 -0.00458 -4.64752 -0.9 -0.9 1.3
N -3.24831 -3.32668 -0.33082 0.6 0.5 -0.4
P -3.20301 1.63512 -1.22272 -0.9 0.5 0.9
H -1.63381 -3.04078 -2.30482 0.1 0.2 0.3
H -0.36701 -1.53498 5.09048 0.0 -0.1 0.1
H 1.98539 1.44312 -6.01292 0.0 0.0 -0.1
N -0.58031 -1.35978 -1.72712 1.0 -0.4 -3.4
C 4.49629 -5.66508 4.45438 0.4 -0.2 -0.1
C 1.00349 0.91502 2.56248 0.2 0.2 0.4
H 5.12469 -4.79198 0.74368 0.1 0.0 -0.1
H 1.51899 3.34812 -4.48292 0.0 0.2 0.0
H -4.44371 1.07032 1.26138 -0.1 -0.1 0.0
N 0.54519 -0.28188 2.07738 0.0 1.2 -0.1
P -1.68081 2.82922 0.93218 -0.9 1.8 0.1
C 0.11069 -1.43908 -2.91282 -2.4 -1.8 3.2
H -0.68501 -2.85198 -4.34462 -0.1 0.1 -0.1
C -2.60291 2.59552 3.42558 0.0 -0.4 0.3
As 2.39989 0.06512 -0.58472 5.3 -2.3 -0.7
H 4.57989 1.35112 -1.06472 -0.5 -0.2 0.1
H -3.68441 2.72682 3.48328 0.0 0.0 -0.1
H -2.07731 5.12632 3.61798 0.0 0.1 -0.1
S 1.20309 -2.77978 -0.05022 0.2 -0.6 -0.3
H -6.24691 0.55972 -1.89902 0.1 0.1 0.0
H 3.38339 1.76722 -2.30582 0.0 -0.1 0.1
C 3.60499 -0.20978 1.01668 -0.6 0.2 0.2
C 0.46099 0.41562 4.83558 -0.1 -0.3 -0.4
H -1.83551 1.65432 -3.56732 -0.1 0.1 -0.1
O -1.22521 1.39742 1.11108 0.2 -0.6 0.5
H -3.39591 -4.05548 -1.01252 0.0 -0.1 0.0
H 2.81339 -4.35108 4.33088 -0.2 0.1 0.1
H -5.45031 -0.99038 -1.63932 0.1 0.0 0.0
C 0.12589 -1.15578 3.03628 0.2 -0.5 -0.6
H -2.17461 2.86492 4.39058 0.0 0.0 0.0
C 0.98639 1.29212 3.87758 0.2 0.0 -0.3
C 0.77029 2.08012 -2.93152 -0.2 -0.3 1.1
H -2.36431 1.55562 3.20878 -0.1 0.0 0.2
C -2.31181 -2.38828 -0.47472 -0.1 0.6 1.1
H 0.35199 4.39532 1.76208 0.0 0.0 0.1
N -0.10191 -2.44778 2.71828 -0.4 -0.1 0.2
H 1.39689 2.24142 4.17398 0.1 0.2 0.0
H 1.35369 3.80522 0.43058 0.0 0.2 0.1
H 3.26849 2.49602 -0.69492 0.1 0.0 0.0
W -0.15931 0.38922 -0.31882 -0.9 0.0 0.1
C -5.27331 0.06642 -1.84822 -0.1 -0.2 -0.3
C 3.51879 1.58552 -1.23772 -0.8 0.4 0.0
C 3.47229 -1.16908 -1.85772 -0.9 0.1 0.2
O -1.83681 0.95542 -1.33082 0.7 0.1 -0.7
C 1.28719 2.34252 -4.17852 0.2 -0.9 -0.9
H 0.61689 5.40932 0.33918 -0.1 0.0 0.0
H 3.15349 -2.20738 -1.80462 0.0 0.1 0.1
H -4.45131 4.29082 -3.08952 0.0 0.0 0.1
S -2.07601 -1.16578 0.70808 0.2 -0.4 -0.3
H 6.62369 -6.35948 1.90758 0.0 0.0 0.0
H 2.26429 -5.08728 -1.05432 -0.1 0.1 0.1
H -3.80451 -3.34878 0.50998 0.0 0.0 0.0
H 1.05189 -2.69728 -4.34382 0.1 0.0 -0.1
H 1.41819 1.59112 1.81898 -0.1 -0.1 0.5
H -2.14721 4.23102 -1.47442 0.1 0.1 -0.1
C -2.65321 2.34342 -3.77192 0.3 -0.1 -0.2
C 4.91679 -5.08578 1.76198 -0.4 0.4 0.2
```
Forces are in eV/Å.

Atomic partial charges in e from the Mulliken method, atoms 1 to 4:
1 H 0.439
2 C -1.214
3 N 0.231
4 H 0.283

***

| no. | gap between HOMO and LUMO (eV) | energy (eV) |
| --- | --- | --- |
| 1 | 10.654 | -88332.8394 |
| 2 | 4.518 | -162025.5160 |